Density functional theory data (the ωB97M-V functional and the def2-TZVPD basis) for a structure of composition C3H6I2 in a non-equilibrium geometry.

Calculated values
**Electronic energy**: -713.07963 a.u.
**⟨S²⟩**: 2.014
**2S+1**: 3
**Largest force on an atom**: 4.15 eV Å⁻¹
**Energy relative to the best compared isomer or geometry (same formula, charge and spin)**: 67.8 kcal/mol
**E_LUMO (spin up / spin down)**: 0.20 / -1.95 eV
**HOMO-LUMO gap (spin up / spin down)**: 6.405 / 6.852 eV

Last column: Löwdin charge in e.
Geometry (Å):
1 I -1.89 1.98 -1.70  0.638
2 I 0.99 -0.02 -2.30  0.731
3 H -1.33 1.12 1.00  0.016
4 C 0.83 0.25 -0.18  -0.718
5 H 1.77 -1.49 0.74  0.075
6 H 1.24 1.18 0.24  0.047
7 C 0.86 -0.98 0.59  -0.246
8 H 0.49 -0.82 1.54  0.051
9 C -1.38 0.71 -0.04  -0.617
10 H 0.19 -1.62 0.16  0.032
11 H -1.76 -0.31 -0.05  -0.008

Density functional theory data (the ωB97M-V functional and the def2-TZVPD basis) for the ion C13H25BN5O with charge +1 in a non-equilibrium geometry.

Calculated values
**SMILES**: [H]/N=C(/N)NCCCC[n+]1cc(CN)cc(B(O)CC)c1
**Electronic energy**: -884.03540 a.u.
**Largest force on an atom**: 1.13 eV Å⁻¹
**E_LUMO**: -4.07 eV
**Total charge**: +1
**HOMO-LUMO gap**: 8.307 eV

Last column: Löwdin charge in e.
Geometry (Å):
1 C -2.18 2.91 -2.16  -0.085
2 H 1.06 1.47 2.88  0.115
3 H -0.83 3.82 -3.62  0.112
4 H 0.85 -0.08 3.61  0.111
5 O 0.88 4.09 -1.40  0.161
6 C -0.75 0.41 2.30  -0.167
7 H -2.42 3.87 -1.71  0.080
8 N -0.78 -2.62 4.46  0.161
9 H 0.27 4.49 -0.77  0.123
10 H 0.18 -2.29 4.35  0.044
11 C 0.91 1.52 -1.50  -0.014
12 C 1.71 -0.71 -1.96  -0.161
13 H -1.06 -0.83 0.52  0.107
14 N -2.69 -2.96 3.21  0.114
15 H -2.11 2.20 -1.34  0.066
16 C 1.72 -0.22 1.73  -0.109
17 H 0.87 2.00 0.59  0.145
18 C 2.05 -1.79 -2.94  -0.215
19 C -1.23 -0.86 1.59  -0.216
20 H 0.32 -2.76 -2.48  0.066
21 N -0.64 -2.09 2.17  0.002
22 N 1.52 0.06 0.29  -0.015
23 H -0.98 1.25 1.64  0.096
24 H 1.74 -1.29 1.86  0.111
25 H -3.02 2.60 -2.78  0.079
26 H 2.19 -1.84 -0.21  0.153
27 H 2.72 0.13 1.97  0.143
28 H -0.82 2.08 -3.58  0.096
29 C -1.35 -2.55 3.35  -0.541
30 H -0.75 -2.81 1.46  0.115
31 C -0.86 2.97 -2.95  -0.142
32 H 0.99 -3.28 -3.88  0.079
33 N 0.79 -2.45 -3.33  0.026
34 H -1.32 0.55 3.21  0.118
35 H 2.47 -1.33 -3.83  0.122
36 H -3.29 -2.35 3.75  0.098
37 B 0.33 2.95 -1.95  -0.415
38 H 2.77 -2.48 -2.52  0.118
39 H -2.31 -0.88 1.70  0.107
40 H 1.13 0.69 -3.48  0.141
41 C 1.09 1.24 -0.15  0.031
42 H -2.99 -2.92 2.25  0.077
43 C 1.24 0.52 -2.41  0.081
44 C 1.83 -0.90 -0.60  0.047
45 C 0.74 0.45 2.67  -0.164

Density functional theory data (the ωB97M-V functional and the def2-TZVPD basis) for a structure of composition BaH22O11 in a non-equilibrium geometry.

Calculated values
**Electronic energy**: -865.94984 a.u.
**Largest force on an atom**: 4.05 eV Å⁻¹
**Energy relative to the best compared isomer or geometry (same formula, charge and spin)**: 0.0 kcal/mol
**E_LUMO**: -6.06 eV
**Total charge**: +2
**HOMO-LUMO gap**: 11.601 eV

Last column: Löwdin charge in e.
Geometry (Å):
1 H -3.03 -1.82 0.04  0.011
2 H -3.02 0.50 1.63  0.042
3 O -2.94 0.79 -1.26  -0.060
4 O 0.66 1.53 2.35  -0.133
5 H -1.75 -0.91 -2.10  -0.026
6 H 3.30 0.43 0.92  0.092
7 O 1.20 2.65 -0.22  -0.154
8 H 0.60 -1.35 3.16  0.060
9 O 1.85 0.24 -2.15  -0.130
10 H 1.93 -0.57 -2.65  0.069
11 H 1.55 1.47 2.70  0.061
12 H -2.83 1.13 -2.17  0.084
13 H 1.32 -2.92 0.32  0.004
14 H 1.09 -3.52 -0.95  0.107
15 O -2.17 -2.00 0.26  -0.079
16 H 2.69 0.76 -2.30  0.126
17 O 0.16 -1.47 2.33  -0.152
18 H -2.62 1.40 -0.62  -0.010
19 H -0.26 2.58 -2.32  0.047
20 H 1.51 3.09 0.62  0.090
21 H -2.11 0.77 2.90  0.082
22 H 0.57 1.32 -2.60  0.011
23 H 0.18 2.04 2.98  0.059
24 H -2.16 -2.31 1.18  0.068
25 Ba -0.09 0.10 0.05  2.119
26 H 0.12 -2.43 2.17  0.066
27 O -2.21 0.91 1.94  -0.117
28 H -0.94 -2.13 -2.49  0.076
29 O -0.89 -1.18 -2.33  -0.131
30 H 3.24 -0.88 1.54  0.040
31 O 1.03 -2.63 -0.52  -0.106
32 O -0.37 1.64 -2.45  -0.151
33 H 1.67 3.14 -0.88  0.048
34 O 2.73 -0.38 0.93  -0.113

Density functional theory data (the ωB97M-V functional and the def2-TZVPD basis) for a cluster of 2 separate species, C3H6FNO3S in total in a non-equilibrium geometry.

Calculated values
**Electronic energy**: -896.28183 a.u.
**Largest force on an atom**: 4.19 eV Å⁻¹
**Energy relative to the best compared isomer or geometry (same formula, charge and spin)**: 49.8 kcal/mol
**E_LUMO (spin up / spin down)**: -1.41 / -1.61 eV
**HOMO-LUMO gap (spin up / spin down)**: 8.016 / 7.741 eV

Last column: Löwdin charge in e.
Geometry (Å):
1 H 1.25 1.79 -0.69  0.126
2 H 0.22 -2.04 -1.06  0.189
3 C 0.12 -1.12 -0.28  -0.235
4 H 1.44 -0.05 0.78  0.109
5 O -1.58 -0.90 2.28  -0.348
6 C 0.91 0.88 -1.16  -0.095
7 H -0.17 -1.57 0.66  0.086
8 C 1.32 -0.24 -0.26  -0.162
9 H 1.30 0.87 -2.19  0.131
10 O -0.56 0.71 -1.39  -0.038
11 F -0.68 1.56 1.80  -0.324
12 O -3.09 0.83 1.44  -0.335
13 S -1.78 0.26 1.45  0.775
14 H 2.26 -0.64 -0.62  0.129
15 N -0.96 -0.32 -0.76  -0.009

Density functional theory data (the ωB97M-V functional and the def2-TZVPD basis) for a cluster of 5 separate species, C23H32ClIN2O12 in total in a non-equilibrium geometry.

Calculated values
**SMILES**: CC[C@H](I)[C@H](C#N)[C@@H](Cl)C#N.C[C@@H]1COC(=O)O1.C[C@@H]1COC(=O)O1.C[C@@H]1COC(=O)O1.C[C@@H]1COC(=O)O1
**Electronic energy**: -2665.82226 a.u.
**Largest force on an atom**: 6.90 eV Å⁻¹
**E_LUMO**: -0.13 eV
**HOMO-LUMO gap**: 9.361 eV

Last column: Löwdin charge in e.
Geometry (Å):
1 H 4.29 -1.82 -1.40  0.169
2 C 3.76 -0.11 -0.20  -0.019
3 H -2.30 -1.00 -3.13  0.124
4 C 5.31 2.45 -2.73  -0.517
5 H -5.62 1.78 2.63  0.042
6 C -1.98 -1.25 -2.04  -0.301
7 C -6.68 1.64 2.82  -0.038
8 H -5.30 2.78 4.82  0.141
9 O 4.18 -2.18 3.89  0.095
10 C -3.16 -1.91 -1.16  -0.656
11 H 1.93 -4.05 2.54  0.147
12 C 5.07 4.46 -3.65  -0.107
13 O -5.74 -0.39 6.86  0.158
14 H 3.77 -0.62 0.78  0.035
15 O -6.37 0.25 4.78  0.085
16 H 3.67 -3.49 6.12  0.090
17 H 2.55 0.46 -2.52  0.136
18 H -6.99 0.75 2.26  0.084
19 C 3.36 -4.03 5.22  -0.021
20 H 4.13 4.48 -6.39  0.092
21 C -4.62 -1.30 -1.41  -0.361
22 H -0.38 0.37 -2.04  0.084
23 C 3.14 -0.46 -2.62  -0.111
24 H -1.16 -2.06 -2.15  0.055
25 H 6.06 4.76 -4.00  0.142
26 C -5.03 -1.44 -2.96  -0.216
27 H 4.73 0.37 -0.35  0.076
28 H -6.90 3.39 5.30  0.143
29 H -5.38 -1.93 -0.80  0.143
30 H -1.94 0.94 -1.24  0.028
31 C 4.68 3.62 -6.00  -0.020
32 C -1.26 0.03 -1.37  -0.134
33 H 3.63 -4.55 2.60  0.143
34 O -6.14 1.79 6.40  0.065
35 C 4.41 3.43 -4.52  -0.346
36 H -8.03 1.41 4.48  0.161
37 H 3.33 3.38 -4.33  0.162
38 O 5.22 3.77 -2.42  0.073
39 O 0.83 -2.93 -2.40  0.117
40 C -6.95 1.46 4.30  -0.347
41 H 2.99 0.67 -0.14  0.097
42 C -6.05 0.47 6.09  -0.531
43 C -4.82 0.23 -0.93  -0.559
44 O 5.63 1.58 -1.95  0.147
45 H 2.20 -2.45 4.34  0.162
46 C 3.47 -1.10 -1.30  -0.319
47 C 4.17 -1.85 2.56  -0.506
48 O 5.00 2.23 -4.04  0.077
49 C -4.51 1.32 -2.10  -0.179
50 H 4.37 2.72 -6.55  0.091
51 C 2.94 -3.71 2.75  -0.097
52 Cl -3.97 0.64 0.65  0.630
53 H 4.18 -4.70 4.97  0.090
54 H -7.22 2.51 2.43  0.094
55 H 4.46 5.36 -3.52  0.144
56 O 2.33 -1.45 -3.24  0.065
57 C 1.73 -2.15 -2.24  -0.533
58 O 3.32 -2.66 1.87  0.064
59 I -3.28 -4.02 -1.86  0.816
60 H -0.84 -0.23 -0.32  0.090
61 O 2.28 -1.83 -1.03  0.081
62 N -5.55 -1.50 -4.06  0.144
63 C -6.29 2.49 5.17  -0.110
64 O 4.83 -0.97 2.07  0.130
65 N -3.97 1.96 -2.98  0.141
66 H -5.95 0.35 -0.72  0.116
67 H -2.88 -2.01 -0.04  0.091
68 H 5.74 3.76 -6.19  0.090
69 H 2.47 -4.62 5.46  0.092
70 H 4.03 -0.25 -3.22  0.131
71 C 3.07 -3.06 4.10  -0.344